Record 1
# C12H28CoN4O10Sr2

A molecular structure, C12H28CoN4O10Sr2 (wB97M-V/def2-TZVPD, OMol25).

```
57
Properties=species:S:1:pos:R:3:forces:R:3:lowdin_charge:R:1
Sr -1.365 1.114 -4.186 1.1 -0.6 2.4 1.685
Sr -4.222 0.046 -1.542 1.5 -1.8 1.0 1.589
Co 0.954 -1.943 -3.051 -0.5 -1.2 3.7 0.981
O -2.003 1.396 -1.698 -0.5 -0.5 -2.4 -0.617
C -0.906 1.091 -0.850 0.1 -0.6 -0.6 -0.319
C 0.495 0.778 -1.610 -0.5 0.2 1.5 -0.312
O 0.571 0.050 -2.807 -2.1 -0.3 -2.4 -0.506
H -1.223 0.315 -0.154 0.3 -0.6 -0.2 0.068
H -0.783 1.959 -0.203 0.7 0.2 -0.1 0.097
H 1.176 0.225 -0.962 -0.1 0.5 0.8 0.108
H 0.876 1.788 -1.760 0.5 0.1 -0.3 0.096
O 0.039 -3.451 -1.766 0.3 2.3 -1.4 -0.303
C -0.849 -2.932 -0.798 -1.6 0.4 -0.2 -0.326
C -2.457 -3.007 -1.084 1.8 -0.9 -0.3 -0.395
O -2.983 -2.175 -2.031 -0.9 3.4 -1.0 -0.481
H -0.631 -1.896 -0.536 0.1 0.8 -0.4 0.062
H -0.699 -3.359 0.194 0.1 -1.0 0.0 0.098
H -3.020 -2.882 -0.159 0.4 0.0 0.8 0.082
H -2.650 -4.021 -1.433 0.2 -0.5 0.2 0.099
C -3.321 3.449 0.782 -0.4 0.4 0.0 0.042
N -4.032 3.675 2.059 -3.3 -1.1 0.2 -0.446
O -3.364 4.171 2.897 1.2 0.8 1.4 0.109
O -5.237 3.370 2.231 2.0 0.1 -1.1 0.041
H -2.383 3.029 1.145 0.0 0.0 -0.8 0.096
H -3.223 4.466 0.401 0.5 -0.2 -0.2 0.116
H -3.896 2.864 0.064 0.1 -0.1 0.5 0.069
C 4.204 2.689 -1.828 0.6 -0.5 0.3 0.040
N 4.274 3.878 -0.921 1.4 2.5 -0.5 -0.427
O 5.185 4.739 -1.075 -1.9 -2.7 -0.2 0.054
O 3.405 3.993 -0.102 -0.7 -0.3 0.6 0.070
H 4.045 3.022 -2.854 0.7 0.0 0.1 0.102
H 3.424 1.972 -1.573 -0.4 0.7 0.4 0.068
H 5.122 2.154 -1.584 0.3 0.2 -0.9 0.098
C 3.891 -2.667 -2.003 2.4 -1.2 -0.2 -0.274
O 2.873 -2.008 -2.116 -2.4 1.2 -0.7 -0.059
N 4.824 -2.467 -1.080 0.2 0.1 -0.6 -0.160
C 6.036 -3.266 -1.018 0.7 -0.6 0.0 -0.025
C 4.691 -1.431 -0.102 -1.0 0.4 1.0 -0.025
H 4.189 -3.446 -2.721 -0.4 -0.1 0.2 0.158
H 6.299 -3.549 0.001 -0.7 -0.2 0.2 0.100
H 6.952 -2.758 -1.319 -0.3 0.5 -0.5 0.101
H 5.936 -4.171 -1.617 -0.1 0.1 0.1 0.099
H 5.363 -0.577 -0.197 0.5 -0.4 -0.2 0.102
H 3.696 -0.990 -0.153 -0.1 -0.3 -0.1 0.081
H 4.778 -1.919 0.868 0.2 0.4 0.2 0.108
C -4.750 0.139 2.103 0.2 -0.6 1.5 -0.245
O -4.644 0.138 0.857 0.7 0.3 0.2 -0.220
N -3.819 -0.168 3.047 0.0 0.4 -3.7 -0.165
C -4.144 -0.360 4.388 -0.7 0.0 2.9 -0.061
C -2.391 -0.097 2.781 0.6 0.5 -0.9 -0.013
H -5.708 0.383 2.589 0.0 -0.2 -0.4 0.160
H -3.362 -0.982 4.822 -0.2 0.0 0.1 0.106
H -5.092 -0.846 4.619 0.0 -0.2 -0.7 0.109
H -4.190 0.572 4.951 0.3 0.2 0.0 0.111
H -1.751 -0.865 3.213 -0.7 -0.4 0.0 0.106
H -2.214 -0.069 1.706 -0.1 -0.2 0.1 0.063
H -1.987 0.836 3.174 -0.2 0.2 0.2 0.105
```
Forces are in eV/Å.

Computed properties:
Spin multiplicity: 4
LUMO energy (spin up / spin down) (eV): -7.78 / -7.78
Gap between HOMO and LUMO (spin up / spin down) (hartree): 0.1617 / 0.1592
Net charge: +2



Record 2
# C12H28F3O6S4

5 unconnected molecules or ions with the total composition C12H28F3O6S4 (wB97M-V/def2-TZVPD, OMol25).

```
53
Properties=species:S:1:pos:R:3:forces:R:3:lowdin_charge:R:1
O -1.687 1.325 -1.412 -0.3 -0.4 0.1 -0.102
C -2.207 1.772 -2.476 1.0 0.0 0.2 -0.724
O -1.957 2.870 -2.989 0.0 0.4 -0.4 -0.046
C -3.256 0.884 -3.187 -0.1 0.6 0.3 -0.101
C -4.538 0.958 -2.352 0.6 -0.3 -0.3 -0.078
C -5.270 2.281 -2.426 0.4 -1.1 -0.5 -0.627
F -6.555 2.085 -2.828 -0.5 0.2 0.3 0.092
F -4.779 3.172 -3.274 0.2 0.4 -0.4 0.150
F -5.277 2.853 -1.222 -0.6 0.8 0.6 0.119
H -3.395 1.274 -4.190 -0.1 0.0 -0.2 0.101
H -2.928 -0.148 -3.235 0.1 -0.2 0.1 0.107
H -4.223 0.796 -1.327 -0.2 -0.1 0.1 0.074
H -5.220 0.152 -2.595 -0.3 0.0 -0.1 0.119
C -2.273 -0.164 2.212 0.0 0.0 -0.1 -0.277
S -3.945 0.247 1.688 0.2 0.2 0.4 0.799
O -4.246 -0.587 0.497 -0.1 -0.2 -0.1 -0.550
C -3.555 1.906 1.120 0.2 0.0 0.0 -0.266
H -2.275 -1.189 2.577 0.0 0.0 -0.1 0.047
H -1.592 -0.080 1.363 -0.2 -0.1 0.1 0.028
H -1.970 0.511 3.015 -0.1 0.0 0.0 0.044
H -2.776 1.866 0.351 0.0 -0.1 -0.1 0.036
H -3.226 2.505 1.971 0.0 -0.1 0.1 0.050
H -4.457 2.335 0.701 -0.1 0.0 0.1 0.028
C 1.183 0.870 0.135 -0.2 0.2 0.2 -0.246
S 1.100 -0.917 0.027 -0.1 0.0 -0.4 0.832
O 0.322 -1.401 1.211 0.3 0.1 0.2 -0.571
C 2.839 -1.215 0.387 0.1 0.1 0.3 -0.280
H 0.178 1.269 -0.027 0.0 -0.1 -0.2 0.029
H 1.547 1.162 1.120 0.1 -0.1 0.0 0.031
H 1.846 1.250 -0.641 0.0 -0.1 -0.1 0.064
H 3.095 -0.793 1.361 0.0 0.0 0.0 0.042
H 3.447 -0.765 -0.394 0.0 0.0 -0.1 0.037
H 3.003 -2.291 0.401 -0.1 0.0 0.0 0.040
C 3.092 -4.596 -2.950 0.0 -0.1 -0.1 -0.267
S 4.085 -3.129 -2.646 0.1 -0.1 0.1 0.796
O 3.152 -1.983 -2.566 0.0 0.1 -0.1 -0.543
C 4.852 -3.079 -4.272 0.0 -0.1 -0.1 -0.274
H 2.492 -4.785 -2.062 0.0 0.1 0.0 0.051
H 2.436 -4.426 -3.804 0.0 0.1 0.0 0.060
H 3.747 -5.448 -3.136 0.0 0.0 0.0 0.050
H 4.081 -3.010 -5.040 0.0 0.0 0.0 0.058
H 5.455 -3.976 -4.418 0.0 0.0 0.0 0.049
H 5.491 -2.200 -4.316 0.0 0.0 0.1 0.048
C 2.834 1.608 6.180 0.0 0.1 0.1 -0.281
S 3.155 0.458 4.833 -0.1 -0.1 0.0 0.795
O 4.260 1.033 4.023 0.0 0.1 0.0 -0.558
C 1.625 0.770 3.951 -0.1 0.1 0.0 -0.269
H 3.697 1.601 6.842 0.0 0.0 0.0 0.044
H 2.686 2.611 5.780 0.0 0.0 -0.1 0.056
H 1.950 1.284 6.730 0.0 0.0 0.0 0.049
H 1.551 1.828 3.699 0.1 0.0 0.0 0.065
H 0.779 0.470 4.571 0.0 -0.1 0.0 0.058
H 1.627 0.177 3.039 0.0 -0.1 0.1 0.012
```
Forces are in eV/Å.

Computed properties:
LUMO energy (eV): 1.92
Gap between HOMO and LUMO (hartree): 0.2329
Net charge: -1



Record 3
# C12H28FeN4O8S

A molecular structure, C12H28FeN4O8S (wB97M-V/def2-TZVPD, OMol25).

```
54
Properties=species:S:1:pos:R:3:forces:R:3:lowdin_charge:R:1
Fe -1.271 0.031 0.281 0.1 0.0 -0.2 0.712
S -3.196 -0.531 1.964 -2.0 -0.4 -0.7 0.275
O -2.790 -1.645 2.807 0.5 -0.2 0.1 -0.363
O -4.551 -0.093 2.221 0.2 0.1 0.2 -0.337
O -2.223 0.578 1.927 1.7 2.3 2.8 -0.417
O -3.013 -0.849 0.489 -1.0 -2.1 -1.4 -0.435
C -1.682 2.715 -1.401 -0.1 0.6 0.7 -0.268
O -1.824 1.941 -0.474 -0.1 0.1 -0.5 -0.006
N -0.840 3.761 -1.346 0.2 -0.1 -0.1 -0.181
C -0.818 4.784 -2.363 0.0 0.2 -0.3 -0.066
C -0.123 4.103 -0.121 -0.2 -0.1 -0.4 -0.018
H -2.305 2.708 -2.304 0.1 -0.3 -0.2 0.148
H 0.216 5.005 -2.638 0.0 -0.1 -0.1 0.087
H -1.260 5.731 -2.036 -0.1 -0.1 0.2 0.092
H -1.371 4.467 -3.246 0.1 -0.1 0.0 0.086
H 0.016 3.261 0.547 -0.4 -0.2 -0.1 0.071
H 0.873 4.433 -0.426 -0.1 0.4 0.2 0.090
H -0.733 4.874 0.356 0.6 0.2 0.3 0.105
C -0.091 -2.479 1.742 0.4 0.1 0.0 -0.244
O -0.149 -1.751 0.756 0.4 -0.1 0.1 -0.029
N 1.087 -2.844 2.299 -0.2 -1.2 -0.2 -0.156
C 1.083 -3.825 3.383 -1.0 0.8 1.2 -0.043
C 2.359 -2.593 1.681 1.1 0.0 -0.6 -0.061
H -0.975 -2.867 2.259 -0.1 0.2 -0.1 0.135
H 0.201 -4.471 3.423 0.1 -0.1 -0.8 0.092
H 0.924 -3.291 4.330 0.7 0.0 0.1 0.093
H 1.991 -4.414 3.420 0.1 0.0 -0.1 0.081
H 2.949 -1.808 2.160 -0.3 0.3 0.1 0.075
H 3.023 -3.463 1.706 -0.4 -0.2 0.3 0.085
H 2.300 -2.387 0.612 -0.5 0.4 0.1 0.089
C 1.893 0.930 0.490 0.0 1.0 0.0 -0.292
O 0.675 0.982 0.521 -0.2 -0.4 -0.2 -0.033
N 2.661 0.999 1.573 0.1 0.0 0.8 -0.177
C 4.086 1.282 1.451 -0.4 0.2 -0.4 -0.044
C 2.083 1.147 2.901 -1.0 0.0 0.0 -0.020
H 2.455 1.019 -0.448 0.0 -0.5 -0.2 0.155
H 4.602 1.118 2.392 0.0 -0.6 -0.1 0.090
H 4.266 2.340 1.230 -0.1 0.0 -0.2 0.092
H 4.437 0.662 0.627 0.6 0.1 0.2 0.089
H 2.432 2.098 3.302 0.4 -0.4 0.5 0.098
H 0.992 1.230 2.914 0.1 0.1 -0.8 0.099
H 2.224 0.246 3.499 0.7 0.3 0.3 0.092
C -0.703 -1.227 -2.629 -0.2 -0.2 -1.2 -0.279
O -0.949 -0.534 -1.661 0.3 0.1 -0.6 -0.019
N -1.595 -1.928 -3.348 0.6 -0.6 0.6 -0.182
C -1.149 -2.811 -4.440 -1.3 1.2 0.2 -0.034
C -3.013 -1.651 -3.274 -0.6 0.2 -0.1 -0.024
H 0.273 -1.244 -3.155 0.2 -0.2 0.8 0.148
H -0.094 -3.049 -4.392 0.1 0.0 0.1 0.084
H -1.410 -2.271 -5.356 0.3 -0.4 -0.3 0.091
H -1.780 -3.695 -4.375 0.3 -0.3 -0.1 0.089
H -3.353 -1.295 -2.303 0.5 0.2 0.1 0.094
H -3.210 -0.898 -4.047 -0.4 0.0 0.2 0.099
H -3.630 -2.527 -3.480 0.3 -0.2 -0.1 0.092
```
Forces are in eV/Å.

Computed properties:
Spin multiplicity: 5
LUMO energy (spin up / spin down) (eV): 0.09 / 0.09
Relative energy (zero: lowest compared OMol25 entry of this formula, charge and spin) (eV): 0.7592
Gap between HOMO and LUMO (spin up / spin down) (hartree): 0.2491 / 0.2389



Record 4
# C12H28IO3P2Sm

A molecular structure, C12H28IO3P2Sm (wB97M-V/def2-TZVPD, OMol25).

```
47
Properties=species:S:1:pos:R:3:forces:R:3:lowdin_charge:R:1
C -0.004 -0.241 -5.440 0.0 -1.2 -0.8 -0.084
C 0.005 0.688 -4.355 0.0 4.6 1.5 -0.167
H -0.002 0.243 -6.444 0.0 0.2 0.8 0.150
H -0.922 -0.866 -5.313 0.8 0.3 -0.2 0.104
H 0.904 -0.881 -5.316 -0.7 0.3 -0.2 0.104
O 0.015 1.734 -3.838 0.0 -4.6 -1.6 0.276
I -0.018 -1.855 -2.688 0.0 -0.2 -0.4 0.367
Sm -0.004 -0.435 -0.159 0.0 -1.5 2.1 0.822
P 2.847 0.134 -0.292 1.7 -0.3 0.8 0.707
C 3.636 1.416 0.759 -0.2 0.3 -0.1 -0.256
C 3.524 -1.396 0.520 -0.4 -0.1 -0.1 -0.245
H 4.619 -1.376 0.591 -0.2 0.2 -0.2 0.068
H 4.936 -0.005 -1.545 -0.6 0.1 -0.1 0.071
H 3.231 -2.296 -0.035 0.1 0.2 0.1 0.053
H 3.487 -0.447 -2.542 0.3 0.2 0.0 0.031
H 3.347 1.281 1.811 0.2 0.1 -0.3 0.043
H 3.129 -1.480 1.539 0.0 0.0 -0.3 0.022
C 3.885 0.246 -1.791 -0.1 0.1 -0.2 -0.270
H 4.733 1.355 0.646 -0.5 -0.1 0.2 0.070
H 3.858 1.275 -2.176 0.0 -0.3 0.0 0.054
H 3.319 2.409 0.409 0.1 -0.2 0.2 0.047
P -2.847 0.182 -0.286 -1.7 -0.3 0.8 0.707
C -3.605 1.483 0.765 0.2 0.2 -0.2 -0.256
C -3.882 0.311 -1.784 0.1 0.1 -0.2 -0.270
H -3.281 -2.240 -0.023 -0.1 0.2 0.1 0.053
H -4.649 -1.288 0.604 0.2 0.2 -0.2 0.068
H -3.158 -1.423 1.550 0.0 0.0 -0.3 0.022
C -3.555 -1.332 0.532 0.4 -0.1 -0.1 -0.245
H -3.496 -0.390 -2.535 -0.3 0.2 0.0 0.031
H -4.937 0.081 -1.538 0.6 0.0 -0.1 0.071
H -4.703 1.446 0.651 0.5 -0.1 0.2 0.070
H -3.265 2.467 0.411 -0.1 -0.2 0.3 0.047
H -3.835 1.340 -2.170 0.0 -0.3 0.0 0.054
H -3.317 1.341 1.817 -0.2 0.1 -0.4 0.044
C 0.016 2.076 -0.414 0.0 4.8 -0.2 -0.073
O 0.022 3.222 -0.465 0.0 -3.7 0.1 0.158
C 1.309 -0.452 3.656 -0.1 0.7 0.0 -0.042
C -0.006 -1.067 3.183 0.0 -1.2 0.4 -0.511
C -1.311 -0.437 3.661 0.1 0.7 0.0 -0.043
O -0.010 -1.180 1.768 0.0 0.7 -1.4 -0.466
H 1.437 0.542 3.205 -0.1 0.1 0.2 0.070
H 2.209 -1.021 3.376 -0.6 -0.2 0.1 0.071
H 1.316 -0.336 4.746 0.0 0.0 -0.2 0.097
H -0.012 -2.076 3.601 0.0 -0.3 -0.2 0.139
H -1.429 0.560 3.215 0.1 0.1 0.2 0.070
H -2.223 -0.989 3.386 0.6 -0.2 0.1 0.071
H -1.313 -0.322 4.750 0.0 0.0 -0.2 0.097
```
Forces are in eV/Å.

Computed properties:
Spin multiplicity: 6
LUMO energy (spin up / spin down) (eV): -7.94 / -7.93
Gap between HOMO and LUMO (spin up / spin down) (hartree): 0.2733 / 0.2758
Net charge: +2



Results for F_max: 3.9; 1.3; 4.0; 4.9 (in eV/A, following the order of the records).